# 1
46
Properties=species:S:1:pos:R:3:forces:R:3 method="wB97M-V/def2-TZVPD" homo_energy_ha=-0.3906 relative_energy_kj_mol=0.0 orbital_gap_ev=10.35 charge=0
C -3.053 16.311 -6.126 -0.3 0.5 0.3
N -2.866 14.850 -6.006 0.0 -0.1 0.9
O -1.804 14.386 -6.371 0.0 0.0 -0.3
O -3.735 14.215 -5.437 0.1 0.0 -0.3
H -2.291 16.782 -5.508 0.3 -0.1 -0.3
H -4.005 16.593 -5.691 -0.2 -0.3 -0.2
H -2.986 16.596 -7.167 0.2 0.0 0.0
C -7.564 18.973 -4.417 0.0 0.2 0.4
N -6.190 19.458 -4.104 -0.1 0.2 0.1
O -5.269 18.825 -4.573 0.2 0.0 0.1
O -6.085 20.464 -3.427 0.0 -0.3 -0.1
H -8.214 19.308 -3.616 0.0 0.0 0.0
H -7.519 17.893 -4.478 0.0 0.0 -0.2
H -7.852 19.453 -5.347 0.0 -0.2 -0.1
C -1.449 20.526 -9.267 0.1 0.0 -0.3
N -2.194 19.272 -9.558 -0.3 0.3 -0.4
O -2.457 18.559 -8.617 0.0 -0.3 0.2
O -2.499 19.043 -10.713 0.2 0.0 0.2
H -0.396 20.257 -9.220 0.0 0.0 0.2
H -1.814 20.918 -8.326 0.1 0.0 0.1
H -1.602 21.212 -10.092 -0.1 0.0 0.0
C -3.078 17.822 -1.188 -0.1 0.3 -0.3
N -2.703 17.020 -2.385 0.0 0.1 -0.1
O -1.610 17.205 -2.881 -0.1 -0.1 0.1
O -3.534 16.238 -2.798 0.1 -0.1 0.0
H -4.070 18.211 -1.395 -0.1 0.0 0.1
H -2.362 18.628 -1.086 0.1 -0.1 0.1
H -3.088 17.158 -0.331 0.0 0.0 0.0
C -3.264 15.878 -10.691 -0.8 -0.6 -0.2
N -4.314 15.812 -9.619 0.3 0.2 0.2
O -4.215 14.908 -8.811 0.0 0.0 -0.1
O -5.139 16.698 -9.569 0.0 -0.1 -0.2
H -3.109 14.858 -11.028 0.3 0.0 0.2
H -2.393 16.312 -10.219 0.1 0.1 -0.1
H -3.672 16.450 -11.515 0.2 0.4 0.2
C -2.400 13.011 -2.490 0.2 0.5 0.2
C -1.048 13.311 -3.160 -0.6 0.1 -0.6
O -0.152 12.275 -2.733 0.1 0.1 0.2
S -0.865 11.299 -1.707 0.0 0.1 -0.2
O -0.684 11.775 -0.387 0.1 0.4 0.6
O -0.525 9.969 -2.019 0.0 -0.5 -0.3
O -2.349 11.614 -2.177 0.0 -0.2 -0.1
H -3.240 13.209 -3.147 0.0 -0.2 0.0
H -2.504 13.581 -1.564 -0.1 -0.1 0.0
H -0.700 14.308 -2.897 0.3 -0.1 0.1
H -1.121 13.228 -4.244 0.0 0.0 0.0


# 2
103
Properties=species:S:1:pos:R:3:forces:R:3 method="wB97M-V/def2-TZVPD" homo_energy_ha="-0.6563 / -0.6560" orbital_gap_ev="3.25 / 3.14" charge=+4
Ru 0.053 -0.791 0.740 0.1 -0.1 -0.1
O -1.634 -1.912 2.812 0.0 0.1 -0.1
N -0.322 -2.122 2.395 0.1 0.2 -0.1
C 0.355 -2.976 3.067 -0.2 0.0 0.0
C 1.692 -3.485 2.829 0.1 0.0 0.0
C 2.160 -4.364 3.812 0.0 0.0 0.0
C 3.388 -4.992 3.684 0.0 0.0 0.0
C 4.157 -4.761 2.556 0.0 0.0 0.0
C 3.703 -3.888 1.572 0.1 0.0 0.0
C 2.485 -3.235 1.696 -0.1 0.0 0.1
P 2.010 -2.148 0.331 -0.2 0.6 -0.2
C 1.723 -3.214 -1.086 -0.1 -0.1 0.0
C 0.436 -3.757 -1.173 0.2 0.0 -0.2
C 0.125 -4.666 -2.172 -0.1 0.0 0.0
C 1.099 -5.037 -3.090 0.0 0.0 0.0
C 2.382 -4.510 -3.001 0.0 0.0 0.0
C 2.700 -3.604 -1.998 0.1 0.0 0.0
C 3.451 -1.079 0.100 -0.1 -0.2 0.0
C 4.164 -0.665 1.226 0.0 0.0 0.2
C 5.216 0.229 1.096 0.0 0.0 0.1
C 5.565 0.712 -0.158 0.1 0.0 0.0
C 4.858 0.305 -1.281 0.0 0.0 -0.1
C 3.801 -0.585 -1.154 -0.1 0.0 -0.2
H -1.838 -2.503 3.554 0.0 -0.1 0.1
H -0.138 -3.418 3.934 0.0 0.0 0.0
H 1.552 -4.563 4.687 0.0 0.0 0.0
H 3.734 -5.666 4.457 0.0 0.0 0.0
H 5.112 -5.257 2.434 0.0 0.0 0.0
H 4.325 -3.713 0.700 0.0 0.0 0.0
H -0.317 -3.505 -0.432 -0.1 0.0 0.2
H -0.865 -5.103 -2.223 0.0 0.0 0.0
H 0.865 -5.756 -3.866 0.0 0.0 0.0
H 3.145 -4.821 -3.704 0.0 0.0 0.0
H 3.715 -3.233 -1.924 0.0 0.0 0.0
H 3.913 -1.059 2.204 0.1 0.0 0.0
H 5.784 0.533 1.966 0.0 0.0 0.0
H 6.405 1.388 -0.261 0.0 0.0 0.0
H 5.152 0.667 -2.259 0.0 0.0 0.0
H 3.259 -0.909 -2.035 0.1 0.0 0.0
C -1.763 2.377 0.635 -0.2 0.3 -0.2
N -2.057 2.480 -0.764 0.1 -0.1 0.1
C -1.360 1.511 -1.636 0.1 0.1 0.0
P 0.261 0.731 -1.061 0.4 -0.4 0.3
C 0.733 0.146 -2.690 0.0 0.1 -0.1
C 1.673 0.824 -3.468 0.0 0.0 0.0
C 1.969 0.358 -4.741 0.0 0.0 0.0
C 1.323 -0.767 -5.239 0.0 0.0 0.0
C 0.378 -1.437 -4.468 0.0 0.0 0.0
C 0.083 -0.984 -3.192 0.1 0.0 0.0
C 1.256 2.138 -0.556 0.0 0.0 0.0
C 1.303 3.352 -1.250 0.0 0.0 0.0
C 2.079 4.393 -0.765 0.0 0.0 0.0
C 2.807 4.232 0.411 0.0 0.1 0.0
C 2.765 3.033 1.108 0.0 0.0 0.0
C 1.986 1.990 0.626 -0.1 0.3 -0.2
C -2.957 3.314 -1.248 -0.1 0.0 -0.1
C -3.431 4.452 -0.467 0.0 0.0 0.1
C -4.350 5.300 -0.989 -0.1 0.1 0.0
C -4.853 5.078 -2.293 0.0 0.0 0.0
C -4.414 3.987 -3.084 -0.1 0.1 0.0
C -3.490 3.128 -2.593 0.1 -0.1 0.0
P -1.857 0.568 1.317 0.3 -0.6 0.2
C -1.987 1.057 3.031 -0.2 0.2 0.1
C -3.160 0.886 3.776 0.1 0.0 -0.1
C -3.186 1.279 5.104 0.1 0.0 0.1
C -2.056 1.846 5.685 0.0 0.0 0.0
C -0.885 2.013 4.947 0.0 0.0 0.1
C -0.847 1.621 3.622 -0.1 -0.1 0.0
C -3.423 0.013 0.648 -0.1 0.1 -0.1
C -3.449 -1.213 -0.020 -0.3 0.2 0.0
C -4.629 -1.676 -0.583 0.0 -0.1 0.0
C -5.785 -0.911 -0.492 0.0 0.0 0.0
C -5.768 0.316 0.165 0.0 0.0 0.0
C -4.592 0.781 0.731 0.0 0.0 0.1
H -2.465 2.952 1.223 0.0 0.1 0.1
H -0.739 2.712 0.818 0.1 -0.2 0.0
H -1.142 1.994 -2.583 0.0 0.0 -0.1
H -2.045 0.676 -1.822 -0.1 -0.1 0.1
H 2.191 1.692 -3.080 0.0 -0.1 0.0
H 2.704 0.873 -5.346 0.0 0.0 0.0
H 1.557 -1.124 -6.235 0.0 0.0 0.0
H -0.124 -2.313 -4.860 0.0 0.0 0.0
H -0.638 -1.529 -2.593 0.0 0.0 0.0
H 0.769 3.479 -2.187 0.0 0.0 0.0
H 2.134 5.327 -1.310 0.0 0.0 0.0
H 3.418 5.049 0.778 0.0 0.0 0.0
H 3.345 2.908 2.013 0.0 0.0 0.0
H 1.987 1.048 1.156 0.0 -0.3 0.2
H -2.997 4.677 0.498 0.0 0.0 0.0
H -4.680 6.164 -0.427 0.0 0.0 0.0
H -5.586 5.767 -2.701 0.0 0.0 0.0
H -4.832 3.839 -4.071 0.0 0.0 0.0
H -3.192 2.273 -3.184 0.0 0.0 0.0
H -4.034 0.427 3.332 0.0 0.0 0.0
H -4.086 1.142 5.690 0.0 0.0 0.0
H -2.085 2.156 6.722 0.0 0.0 0.0
H -0.008 2.445 5.412 0.0 0.0 0.0
H 0.071 1.748 3.053 0.0 0.0 0.0
H -2.561 -1.828 -0.073 0.2 -0.1 0.0
H -4.654 -2.637 -1.081 0.0 0.0 0.0
H -6.708 -1.277 -0.924 0.0 0.0 0.0
H -6.680 0.893 0.255 0.0 0.0 0.0
H -4.602 1.718 1.281 0.0 0.0 0.0


# 3
25
Properties=species:S:1:pos:R:3:forces:R:3 method="wB97M-V/def2-TZVPD" homo_energy_ha=-0.6553 relative_energy_kj_mol=289.8 orbital_gap_ev=8.48 charge=+2
C 0.857 -1.518 0.250 1.8 -1.8 -0.3
C -0.704 -1.337 0.205 1.1 0.6 -0.1
C 0.980 0.911 -0.015 -1.5 1.2 -0.7
C 4.014 0.345 0.357 -1.9 0.1 1.6
C -2.792 0.480 -1.408 -2.0 0.2 -1.3
C -3.074 0.320 1.114 0.1 -2.2 1.1
N 1.561 -0.271 0.002 1.8 0.1 -0.6
N -0.897 -0.033 -0.095 0.5 1.8 0.8
N 3.017 -0.464 -0.368 -1.8 0.3 2.1
N -2.249 0.599 -0.047 2.7 1.9 -0.7
O 1.565 -2.499 0.334 -1.9 1.7 -0.1
O -1.376 -2.295 0.334 -1.2 -0.7 0.3
S 1.058 2.458 -0.174 0.0 -1.4 0.3
H 4.982 0.098 0.089 1.9 0.0 -1.6
H 3.717 1.372 0.453 0.2 0.5 -0.6
H 3.980 -0.072 1.301 -0.1 -0.5 2.5
H -3.276 -0.501 -1.504 0.3 0.2 -0.1
H -3.591 1.272 -1.460 0.7 -0.9 -0.3
H -2.020 0.637 -2.214 -0.7 -0.1 1.2
H -3.640 1.134 1.451 -0.6 1.5 0.1
H -3.732 -0.474 0.907 -0.9 -1.1 -0.5
H -2.465 -0.047 1.930 0.4 0.2 0.1
H 3.212 -0.300 -1.299 -0.6 0.3 -3.2
H 3.093 -1.472 -0.191 0.2 -0.6 0.2
H -2.220 1.657 0.049 1.6 -1.3 -0.2


# 4
48
Properties=species:S:1:pos:R:3:forces:R:3 method="wB97M-V/def2-TZVPD" homo_energy_ha="-0.5650 / -0.5980" spin_multiplicity=6 s_squared=8.761 relative_energy_kj_mol=98.9 orbital_gap_ev="9.69 / 6.92" charge=+2
Ir -0.604 -1.071 0.595 -0.2 -0.1 -0.1
N -1.241 -3.167 0.898 0.2 0.1 -0.1
C -0.597 -4.183 0.001 0.1 0.0 0.1
C 0.883 -3.851 -0.142 -0.1 0.2 0.0
C 1.116 -2.666 -1.094 0.1 -0.1 0.1
C 2.168 -1.682 -0.614 0.0 0.0 0.1
N 1.643 -0.985 0.600 -0.1 -0.2 -0.1
H -0.923 -3.329 1.860 -0.1 -0.2 0.0
H -2.252 -3.273 0.896 0.0 0.0 0.0
H -1.102 -4.171 -0.963 -0.1 0.0 0.0
H -0.727 -5.169 0.441 -0.1 0.0 0.1
H 1.426 -4.722 -0.503 0.0 0.0 0.0
H 1.271 -3.639 0.861 0.1 -0.1 0.0
H 0.172 -2.087 -1.204 0.0 -0.1 -0.4
H 1.345 -3.013 -2.102 0.0 0.0 0.0
H 2.374 -0.940 -1.382 0.0 0.1 0.0
H 3.102 -2.194 -0.380 0.0 0.0 0.1
H 2.022 -0.047 0.690 0.0 0.0 0.0
H 1.888 -1.488 1.460 0.1 0.0 0.0
N -2.009 0.219 2.016 0.4 -0.3 -0.1
N -2.824 1.036 1.228 0.2 -0.1 0.1
C -2.426 1.201 -0.082 -0.1 -0.1 -0.2
O -2.961 1.977 -0.822 0.2 -0.1 -0.2
O -1.365 0.442 -0.429 -0.1 0.3 -0.2
H -2.503 -0.302 2.732 -0.1 -0.1 -0.1
H -1.273 0.759 2.462 -0.2 0.2 0.4
H -3.810 1.094 1.430 0.0 0.2 0.2
C 0.681 3.212 -3.980 0.0 0.0 -0.1
As 0.198 4.053 -2.338 0.0 -0.1 -0.1
C -1.649 4.504 -2.320 -0.1 0.0 0.1
C 1.282 5.603 -2.084 0.1 0.1 0.1
S 0.708 2.690 -0.701 -0.1 0.1 0.0
H 0.566 3.934 -4.788 0.0 0.0 0.0
H 0.031 2.359 -4.152 0.0 0.0 0.0
H 1.717 2.893 -3.912 0.0 0.0 0.0
H -1.842 5.099 -3.213 0.0 0.0 0.0
H -1.862 5.080 -1.423 0.0 0.0 0.0
H -2.243 3.594 -2.317 0.0 0.0 0.0
H 1.148 6.250 -2.951 0.0 0.0 0.0
H 2.324 5.302 -2.006 0.0 0.0 0.0
H 0.971 6.119 -1.180 0.0 0.0 0.0
F -0.109 -1.383 2.661 0.2 0.0 0.6
Sb 0.830 -2.283 4.333 -0.5 0.5 -0.9
F 1.516 -0.566 4.503 0.2 0.2 0.2
F -0.781 -1.775 5.099 -0.2 0.0 0.3
F 1.633 -3.097 5.760 0.2 -0.2 0.2
F -0.051 -3.754 3.553 -0.1 -0.4 0.0
F 2.139 -2.581 2.999 0.4 -0.1 -0.1


# 5
17
Properties=species:S:1:pos:R:3:forces:R:3 method="wB97M-V/def2-TZVPD" homo_energy_ha=-0.5305 relative_energy_kj_mol=227.4 orbital_gap_ev=11.43 charge=+1
C -0.976 -2.783 0.276 3.3 -1.9 0.7
N -0.146 -1.632 -0.238 -3.5 -0.3 6.7
H -0.821 -0.708 0.261 3.4 -1.5 -1.9
H 0.762 -1.637 0.257 -0.6 0.4 -0.8
H -0.118 -1.505 -1.174 0.4 0.2 -3.7
H -0.481 -3.752 0.091 0.1 0.4 -0.1
H -1.856 -2.872 -0.233 -2.6 0.4 -1.1
H -1.079 -2.780 1.370 -0.2 0.7 -0.5
C 1.099 1.657 -1.005 0.0 -0.4 -0.1
C 0.209 1.650 0.222 0.2 -0.8 -1.5
O -0.216 0.560 0.605 -0.5 0.0 1.4
N -0.062 2.711 0.954 -0.5 0.3 3.0
H 2.008 1.025 -0.856 -0.8 0.5 0.1
H 1.374 2.645 -1.164 1.1 1.8 -0.3
H -0.317 2.313 2.008 0.3 2.3 -3.6
H -0.045 3.705 0.609 0.3 -1.7 1.1
H 0.664 1.403 -1.982 -0.5 -0.5 0.6